No. 1
{"formula": "C4H17BN2O2P", "method": "ωB97M-V with the def2-TZVPD basis set", "symbols": ["N", "B", "P", "O", "H", "H", "H", "H", "H", "H", "C", "C", "C", "O", "C", "N", "H", "H", "H", "H", "H", "H", "H", "H", "H", "H", "H"], "positions_angstrom": [[-0.3046, -0.0491, -3.0309], [0.5449, -1.3168, -3.2707], [0.0252, -2.8637, -2.1695], [-0.7895, -3.9753, -2.7524], [-0.1802, 0.3763, -2.1209], [-1.2958, -0.1837, -3.1917], [1.7346, -1.1092, -3.0211], [0.3912, -1.7310, -4.4088], [1.1938, -3.4413, -1.5826], [-0.6362, -2.3944, -0.9879], [0.0088, 0.9864, 3.2095], [-0.9972, 1.2763, 2.1021], [-0.7894, 0.4363, 0.8385], [0.2946, 0.8508, 0.0419], [1.5599, 0.3270, 0.3904], [-1.0025, 2.7159, 1.8247], [0.9834, 1.4203, 2.9851], [-0.3322, 1.4208, 4.1490], [0.1388, -0.0876, 3.3526], [-1.9909, 1.0158, 2.4818], [-1.6727, 0.5428, 0.2034], [-0.6916, -0.6293, 1.0829], [1.4725, -0.6837, 0.8000], [2.0813, 0.9641, 1.1135], [2.1513, 0.2772, -0.5226], [-1.7486, 2.9248, 1.1684], [-0.1489, 2.9301, 1.3154]], "lumo_ha": 0.11384, "homo_energy_ev": -3.510, "e_tot_ev": -21465.3838, "multiplicity": 1, "total_charge": -1}

***

No. 2
{"formula": "C4H17N2O2", "method": "ωB97M-V with the def2-TZVPD basis set", "symbols": ["C", "C", "C", "C", "N", "N", "H", "H", "H", "H", "H", "H", "H", "H", "H", "H", "H", "H", "H", "H", "H", "O", "H", "H", "O"], "positions_angstrom": [[-0.1942, -0.4665, 0.2652], [-1.6241, -0.6069, 0.7514], [-2.5270, -0.8616, -0.4631], [-3.0736, 0.4137, -1.0740], [-4.0438, 1.0276, -0.1917], [0.5548, 0.2561, 1.3976], [-1.7114, -1.4770, -2.4550], [-0.2218, 0.3141, -0.4925], [-1.9626, 0.2889, 1.2853], [-1.7692, -1.4856, 1.3842], [-1.8322, -1.3573, -1.2892], [-3.3019, -1.5963, -0.2472], [-3.4660, 0.2307, -2.0717], [-2.2145, 1.0781, -1.1706], [-4.3588, 1.9436, -0.4791], [-4.8703, 0.4467, -0.0863], [0.0836, 1.0948, 1.7764], [1.4857, 0.4943, 1.0486], [0.6439, -0.3788, 2.1805], [3.9340, 0.0987, 0.0721], [2.7369, -0.0698, -0.8509], [3.0028, 0.3453, -0.0177], [6.3217, -1.0431, -0.6661], [6.6235, 0.4393, -0.7997], [6.0909, -0.1837, -0.2855]], "lumo_ha": [0.01647, 0.01431], "de_lowest_kcal_mol": 75.7, "homo_energy_ev": [-6.150, -6.140], "e_tot_ev": -11493.2127, "multiplicity": 2, "total_charge": 0, "s_squared": 0.754}

***

No. 3
{"formula": "C4H17N2O2", "method": "ωB97M-V with the def2-TZVPD basis set", "symbols": ["C", "C", "C", "C", "N", "N", "H", "H", "H", "H", "H", "H", "H", "H", "H", "H", "H", "H", "H", "H", "H", "O", "H", "H", "O"], "positions_angstrom": [[0.2621, -1.0932, 1.0406], [1.1631, -1.8601, 0.0343], [1.2364, -1.0241, -1.2574], [0.7971, -1.7374, -2.5270], [1.8151, -2.6687, -3.0000], [0.6843, 0.4804, 1.2034], [-0.1028, 0.5258, -1.5386], [0.5988, -1.3497, 2.1355], [0.7640, -2.8767, -0.1149], [2.1823, -2.0857, 0.4239], [0.4704, -0.1807, -1.1253], [2.2477, -0.5660, -1.3652], [0.6751, -0.8593, -3.3794], [-0.1774, -2.1679, -2.3481], [1.8575, -3.3969, -2.3295], [1.4353, -3.0549, -3.8915], [1.4950, 0.4914, 1.6985], [0.0062, 0.8921, 1.8886], [0.7383, 1.0160, 0.3781], [-2.1080, 2.8911, 2.3958], [-2.9077, 1.5046, 2.4305], [-2.0042, 1.8395, 2.2724], [-3.8483, 5.1864, 1.5870], [-3.9085, 5.2613, 3.0373], [-3.3720, 4.8326, 2.3509]], "lumo_ha": -0.24209, "de_lowest_kcal_mol": 210.3, "homo_energy_ev": -11.919, "e_tot_ev": -11484.7694, "multiplicity": 1, "total_charge": 1}

***

No. 4
{"formula": "C4H17N2O5", "method": "ωB97M-V with the def2-TZVPD basis set", "symbols": ["C", "N", "C", "O", "C", "N", "C", "O", "H", "H", "H", "H", "H", "H", "H", "H", "H", "H", "H", "H", "H", "O", "H", "H", "O", "H", "H", "O"], "positions_angstrom": [[-1.2470, 0.6822, 0.6850], [-0.0264, 1.0223, 1.4138], [0.2322, 0.3195, 2.6461], [-1.0013, 0.3628, 3.3297], [-1.2224, 1.2853, -0.7607], [-0.5600, 0.3698, -1.6428], [-0.9222, -1.3464, -1.6925], [-2.0268, -1.5323, -2.1742], [-1.4116, -0.4208, 0.4509], [-2.1012, 1.1643, 1.1802], [0.6596, 1.1753, 0.7264], [0.2971, -0.8006, 2.5390], [1.1260, 0.6864, 3.1948], [-1.3366, 1.2081, 3.3656], [-0.7643, 2.3962, -0.7240], [-2.1284, 1.6111, -1.0230], [-1.0293, 0.6270, -2.5630], [-0.5136, -1.6554, -0.6167], [-0.0536, -1.7440, -2.4697], [1.1491, -2.3679, 2.0728], [0.8263, -2.6099, 0.4893], [1.1188, -2.8782, 1.2889], [1.0239, 1.0200, -2.3191], [2.0498, 0.6571, -3.2861], [1.6889, 1.4770, -2.8522], [2.0668, 0.6835, -0.7403], [2.7167, -0.3682, 0.1133], [2.7810, 0.4895, -0.0991]], "lumo_ha": 0.11979, "de_lowest_kcal_mol": 79.3, "homo_energy_ev": -3.953, "e_tot_ev": -17638.8771, "multiplicity": 1, "total_charge": -1}

***

No. 5
{"formula": "C4H17N6", "method": "ωB97M-V with the def2-TZVPD basis set", "symbols": ["C", "N", "C", "N", "C", "N", "N", "C", "N", "N", "H", "H", "H", "H", "H", "H", "H", "H", "H", "H", "H", "H", "H", "H", "H", "H", "H"], "positions_angstrom": [[2.6189, -0.1192, 0.2214], [1.4320, 0.7173, 0.4891], [0.2328, 0.4463, -0.3616], [0.2930, 0.7874, -1.7101], [-0.0541, -1.2861, -0.3463], [-0.5369, -1.7171, 1.0178], [-1.1243, -1.4378, -1.2325], [-0.8528, 1.1895, 0.3711], [-2.0894, 1.2007, -0.3194], [-1.0422, 0.6671, 1.8406], [3.5252, 0.4719, 0.4936], [2.4629, -1.0429, 0.8588], [2.6681, -0.3266, -0.9469], [1.6780, 1.6715, 0.4399], [0.5686, 0.1028, -2.4693], [0.8462, 1.5497, -1.8479], [0.8803, -1.7947, -0.5414], [0.1189, -2.2844, 1.5192], [-1.4023, -2.0725, 0.7981], [-1.0971, -2.3884, -1.4572], [-1.1941, -0.8952, -2.0699], [-0.5466, 2.1644, 0.5020], [-2.6118, 2.0875, -0.5385], [-2.0831, 0.3772, -0.9849], [-1.6140, 1.3009, 2.3666], [-1.0036, -0.3700, 1.7385], [-0.0725, 1.0003, 2.1693]], "lumo_ha": -0.09461, "de_lowest_kcal_mol": 34.0, "smiles": "CN[C@@](N)(C(N)N)[C@@H](N)[NH3+]", "homo_energy_ev": -12.771, "e_tot_ev": -13356.5840, "multiplicity": 1, "total_charge": 1}

***

No. 6
{"formula": "C4H17NO3", "method": "ωB97M-V with the def2-TZVPD basis set", "symbols": ["C", "N", "C", "C", "C", "H", "H", "H", "H", "H", "H", "H", "H", "H", "H", "H", "O", "H", "H", "O", "H", "H", "O", "H", "H"], "positions_angstrom": [[-1.4101, -1.0508, 1.2142], [-0.5177, -0.3976, 0.1770], [-0.1104, -1.0222, -1.0617], [-0.6200, -0.0988, -2.3647], [-0.1130, -2.4915, -1.1774], [-2.4048, -1.5346, 0.7560], [-1.4988, -0.3127, 1.9754], [-0.7967, -1.9940, 1.5790], [-0.6698, 0.6220, 0.0884], [0.9744, -0.6058, -1.0556], [-0.6839, -0.7357, -3.1922], [0.0277, 0.7610, -2.5541], [-1.6802, 0.3036, -2.1571], [0.2559, -2.8697, -0.1992], [0.5634, -2.8744, -1.9925], [-1.2130, -2.7958, -1.3133], [-0.4601, 2.8137, -0.2695], [-1.2314, 2.4660, -0.5371], [0.0354, 3.5861, -0.5807], [0.7821, -0.2707, 3.2645], [0.2995, -0.8638, 2.5870], [1.4114, 0.2788, 2.5886], [2.2365, 1.6836, -0.1391], [1.5810, 0.9822, 0.1851], [1.7076, 2.5365, 0.0735]], "lumo_ha": 0.01284, "de_lowest_kcal_mol": 74.8, "smiles": "CNC(C)C.O.O.O", "homo_energy_ev": -8.342, "e_tot_ev": -12053.5041, "multiplicity": 1, "total_charge": 0}

***

No. 7
{"formula": "C4H17NO3", "method": "ωB97M-V with the def2-TZVPD basis set", "symbols": ["C", "C", "C", "C", "N", "H", "H", "H", "H", "H", "H", "H", "H", "H", "H", "H", "H", "H", "O", "H", "H", "O", "H", "H", "O"], "positions_angstrom": [[-0.5330, -0.1035, -0.5134], [-1.5810, 0.1057, 0.6212], [-2.2741, 1.4944, 0.7546], [-2.5927, -1.0019, 0.4127], [0.6517, 0.7183, -0.0376], [-0.5932, 0.1648, -1.5920], [-0.1804, -1.1418, -0.5169], [-1.0500, -0.1566, 1.5606], [-2.2719, 1.9159, 1.7588], [-3.3027, 1.4948, 0.4118], [-1.7998, 2.1755, 0.0617], [-3.4121, -0.7585, -0.2809], [-2.1915, -1.9386, -0.0560], [-3.3067, -1.3309, 1.2500], [1.2517, 0.8846, -0.8680], [0.3241, 1.6792, 0.1916], [0.4235, -5.3113, -3.0819], [0.7787, -3.9226, -3.6514], [0.8124, -4.4576, -2.8497], [2.7847, 2.8634, 2.5825], [1.9797, 2.2928, 1.3845], [1.9621, 2.9363, 2.0904], [4.5942, 0.0470, 0.7768], [5.1839, 0.7753, -0.4175], [4.3425, 0.5752, 0.0079]], "lumo_ha": [-0.12175, -0.33050], "de_lowest_kcal_mol": 38.6, "homo_energy_ev": [-14.034, -14.034], "e_tot_ev": -12046.1802, "multiplicity": 2, "total_charge": 1, "s_squared": 0.754}

***

No. 8
{"formula": "C4H17NO4Tl", "method": "ωB97M-V with the def2-TZVPD basis set", "symbols": ["Tl", "C", "C", "C", "O", "C", "N", "H", "H", "H", "H", "H", "H", "H", "H", "H", "H", "H", "O", "H", "H", "O", "H", "H", "O", "H", "H"], "positions_angstrom": [[2.8053, -13.3109, 13.2764], [0.9440, -14.1838, 8.2739], [1.2266, -14.2122, 9.7947], [1.9920, -15.4983, 10.1888], [2.2250, -15.6932, 11.5830], [2.1417, -17.0617, 11.9899], [1.8158, -13.0434, 10.3048], [1.9269, -14.2410, 7.8062], [0.3385, -13.3659, 7.8834], [0.3356, -15.0469, 8.0038], [0.2915, -14.3946, 10.3243], [2.9336, -15.4771, 9.6402], [1.4643, -16.3945, 9.8623], [2.4702, -17.1442, 13.0259], [2.8510, -17.6284, 11.3868], [1.1788, -17.5299, 11.7854], [1.1584, -12.2980, 10.1247], [2.5985, -12.7556, 9.7349], [3.3929, -10.7343, 14.5032], [3.9475, -10.0072, 14.2206], [3.0711, -10.4698, 15.3650], [5.4748, -12.6009, 14.0084], [6.1784, -13.2499, 14.0006], [5.9067, -11.7816, 14.2498], [2.9496, -13.0066, 16.1906], [2.2229, -12.8626, 16.7967], [3.7043, -13.1719, 16.7558]], "lumo_ha": -0.65276, "de_lowest_kcal_mol": 0.0, "homo_energy_ev": -21.274, "e_tot_ev": -18761.1528, "multiplicity": 1, "total_charge": 3}